(1)
C4H9N | ωB97M-V/def2-TZVPD

Calculated values
Kohn-Sham gap: 0.3810 Eh
energy above the lowest of the compared OMol25 structures with the same formula, charge and spin: 69.82 kJ/mol
2S+1: 1
calculated total energy: -212.52458 Ha
F_max: 1.1 eV Å⁻¹

Element x y z (Å)
C -0.357 0.515 1.037
C 0.093 -0.480 -0.017
C 0.008 0.152 -1.377
C 0.768 -0.130 -2.426
N -0.397 0.003 2.408
H 0.290 1.392 1.011
H -1.371 0.839 0.772
H 1.132 -0.743 0.198
H -0.537 -1.368 -0.027
H -0.918 0.703 -1.541
H 1.627 -0.773 -2.295
H 0.505 0.222 -3.417
H 0.036 -0.902 2.524
H -1.350 -0.044 2.733

(2)
C5H11NS2 | ωB97M-V/def2-TZVPD

Calculated values
Kohn-Sham gap (alpha / beta): 0.1830 / 0.0908 Eh
energy above the lowest of the compared OMol25 structures with the same formula, charge and spin: 0.00 kJ/mol
2S+1: 2
charge: -1
calculated total energy: -1048.21353 Ha
expectation value of S²: 0.753
F_max: 0.9 eV Å⁻¹

Element x y z (Å)
C 0.585 -1.564 0.733
C 1.216 -1.630 2.125
S 1.597 -3.270 2.752
C 0.061 -0.162 0.412
N 0.436 0.247 -0.932
C -0.125 1.585 -1.300
C -1.599 1.590 -1.639
S -2.115 3.140 -2.483
H 1.322 -1.853 -0.011
H -0.193 -2.323 0.715
H 2.181 -1.122 2.132
H 0.628 -1.131 2.904
H 0.545 0.542 1.109
H -1.012 -0.063 0.633
H 0.021 -0.428 -1.570
H 0.479 1.954 -2.136
H 0.053 2.232 -0.436
H -1.875 0.748 -2.280
H -2.204 1.508 -0.728

(3)
C33H76O12 | ωB97M-V/def2-TZVPD

Calculated values
Kohn-Sham gap: 0.3413 Eh
energy above the lowest of the compared OMol25 structures with the same formula, charge and spin: 0.00 kJ/mol
2S+1: 1
calculated total energy: -2205.65113 Ha
F_max: 1.7 eV Å⁻¹

Element x y z (Å)
C 3.189 2.796 2.563
O 2.212 3.814 2.262
H 2.764 1.793 2.479
H 3.938 2.924 1.787
H 3.683 2.998 3.517
H 1.688 3.999 3.066
C 4.240 -0.551 0.357
O 3.208 -0.519 1.315
H 5.099 -0.990 0.884
H 4.088 -1.163 -0.521
H 4.547 0.477 0.093
H 2.436 -0.040 0.944
C -0.563 2.621 3.983
O -0.171 3.978 3.807
H -0.639 2.277 5.015
H -1.440 2.361 3.376
H 0.270 2.057 3.523
H -0.775 4.578 4.289
C -0.037 0.049 0.972
O 0.958 0.696 0.221
H -0.968 -0.065 0.438
H 0.322 -0.960 1.131
H -0.193 0.507 1.958
H 0.704 1.622 0.058
C -0.525 4.547 0.041
O 0.335 3.448 0.237
H -1.049 4.305 -0.884
H -1.297 4.668 0.810
H 0.043 5.488 -0.104
H 0.807 3.504 1.112
C 2.140 -3.261 -1.976
C 1.649 -1.825 -2.281
C 0.954 -1.969 -3.588
O 1.723 -2.950 -4.295
C 2.258 -3.868 -3.364
H 1.391 -3.789 -1.380
H 3.063 -3.252 -1.403
H 2.457 -1.098 -2.334
H 0.980 -1.512 -1.481
H 0.891 -1.025 -4.148
H -0.085 -2.305 -3.479
H 3.278 -4.001 -3.727
H 1.746 -4.847 -3.452
C 3.287 2.646 -1.998
C 4.130 1.925 -3.053
C 5.142 2.988 -3.381
O 5.418 3.645 -2.114
C 4.183 3.741 -1.428
H 2.924 1.991 -1.203
H 2.392 3.049 -2.494
H 3.484 1.582 -3.881
H 4.721 1.083 -2.690
H 4.804 3.672 -4.162
H 6.136 2.643 -3.672
H 3.745 4.712 -1.652
H 4.365 3.705 -0.346
C -0.460 1.604 -2.959
C -0.039 2.628 -3.999
C -0.493 1.978 -5.305
O -1.640 1.179 -4.984
C -1.702 0.959 -3.554
H -0.616 2.027 -1.972
H 0.296 0.819 -2.877
H 1.043 2.776 -3.978
H -0.582 3.565 -3.807
H 0.351 1.399 -5.712
H -0.787 2.683 -6.077
H -1.786 -0.122 -3.425
H -2.594 1.489 -3.195
C -3.990 -2.440 -1.318
C -3.072 -3.690 -1.398
C -1.675 -3.140 -1.179
O -1.761 -1.756 -1.580
C -2.999 -1.346 -0.973
H -4.714 -2.568 -0.525
H -4.521 -2.207 -2.234
H -3.206 -4.166 -2.365
H -3.300 -4.439 -0.633
H -0.861 -3.591 -1.754
H -1.443 -3.237 -0.113
H -3.186 -0.331 -1.359
H -2.905 -1.245 0.133
C -3.915 3.240 1.445
C -4.443 3.932 0.186
C -4.755 2.724 -0.675
O -3.786 1.736 -0.381
C -3.160 2.060 0.833
H -4.811 2.895 1.990
H -3.238 3.876 2.028
H -3.644 4.523 -0.257
H -5.319 4.568 0.341
H -4.680 2.865 -1.747
H -5.773 2.435 -0.402
H -2.118 2.354 0.666
H -3.247 1.177 1.450
C -2.129 -2.903 4.974
C -3.399 -3.437 4.309
C -3.040 -3.312 2.858
O -2.324 -2.110 2.737
C -1.483 -2.026 3.891
H -1.442 -3.706 5.264
H -2.437 -2.376 5.861
H -4.263 -2.783 4.453
H -3.593 -4.439 4.689
H -3.873 -3.251 2.146
H -2.364 -4.124 2.555
H -1.427 -0.976 4.178
H -0.478 -2.346 3.622
C 1.927 -3.588 1.577
C 0.593 -4.259 1.624
C 0.668 -4.989 2.968
O 1.400 -4.113 3.838
C 2.211 -3.222 3.013
H 2.024 -2.697 0.955
H 2.647 -4.320 1.204
H 0.392 -4.963 0.803
H -0.185 -3.479 1.572
H 1.159 -5.965 2.887
H -0.302 -5.107 3.449
H 3.256 -3.443 3.289
H 1.950 -2.175 3.199

(4)
C20H50Cl7N2O10 | ωB97M-V/def2-TZVPD

Calculated values
Kohn-Sham gap: 0.3012 Eh
energy above the lowest of the compared OMol25 structures with the same formula, charge and spin: 222.75 kJ/mol
2S+1: 1
charge: -1
calculated total energy: -4874.92540 Ha
F_max: 3.0 eV Å⁻¹

Element x y z (Å)
Cl 2.290 -1.424 2.525
O 2.961 -2.672 2.807
O 1.840 -1.309 1.142
O 1.247 -1.191 3.449
O 3.323 -0.450 2.681
Cl 0.940 2.464 -6.149
C 0.226 2.480 -4.479
C 0.245 1.025 -3.910
Cl -0.668 -0.013 -5.000
H -0.779 2.897 -4.416
H 0.834 3.104 -3.823
H -0.247 0.993 -2.938
H 1.248 0.621 -3.772
Cl 8.379 -1.594 6.464
C 6.664 -1.252 6.096
C 5.822 -1.305 7.368
Cl 5.763 -2.917 8.052
H 6.420 -1.967 5.310
H 6.575 -0.232 5.722
H 4.861 -1.022 6.939
H 6.148 -0.608 8.140
Cl -3.790 -5.479 4.922
C -2.910 -4.064 4.265
C -3.710 -3.323 3.303
Cl -5.243 -2.639 3.860
H -2.059 -4.507 3.748
H -2.511 -3.472 5.088
H -3.873 -3.949 2.426
H -3.063 -2.515 2.959
C 5.439 2.791 -0.915
O 5.568 4.188 -1.206
H 5.314 2.217 -1.833
H 6.245 2.348 -0.329
H 4.504 2.797 -0.355
H 6.507 4.334 -1.347
C 6.711 -2.516 -0.966
O 6.963 -1.692 0.152
H 7.662 -2.678 -1.475
H 6.280 -3.472 -0.669
H 6.173 -1.981 -1.749
H 6.104 -1.500 0.536
C -5.961 -3.004 -3.831
O -6.127 -3.009 -2.443
C -4.968 -2.624 -1.724
C -3.652 -3.350 -2.064
N -3.701 -4.744 -1.666
C -2.491 -5.498 -2.119
C -1.236 -5.039 -1.377
O -0.244 -5.963 -1.927
C 1.139 -5.598 -1.498
H -5.428 -3.913 -4.110
H -5.444 -2.117 -4.199
H -6.966 -2.997 -4.253
H -5.144 -2.609 -0.648
H -4.920 -1.554 -1.929
H -2.779 -2.950 -1.548
H -3.412 -3.155 -3.109
H -4.517 -5.273 -1.941
H -2.467 -5.425 -3.207
H -2.634 -6.546 -1.855
H -1.345 -5.159 -0.299
H -0.955 -3.997 -1.534
H 1.898 -6.360 -1.679
H 1.061 -5.413 -0.427
H 1.497 -4.753 -2.087
C -1.245 8.658 -1.702
O -1.147 7.574 -0.765
C 0.154 6.960 -0.705
C 0.037 5.752 0.250
N -0.959 4.793 -0.261
C -1.251 3.894 0.854
C -2.546 3.196 0.663
O -3.552 4.180 0.788
C -4.862 3.678 0.717
H -1.620 8.384 -2.689
H -0.363 9.297 -1.731
H -2.038 9.318 -1.351
H 0.913 7.644 -0.327
H 0.404 6.629 -1.714
H -0.184 6.096 1.260
H 1.055 5.365 0.214
H -1.742 5.388 -0.491
H -1.443 4.468 1.761
H -0.413 3.227 1.054
H -2.613 2.298 1.278
H -2.592 2.931 -0.393
H -5.165 3.382 -0.287
H -5.465 4.546 0.983
H -4.971 2.873 1.445